1.
DFT (ωB97M-V with the def2-TZVPD basis set) results for a cluster of 2 separate species, C7H5ClF3NS in total.

Each line ends with the Löwdin charge.
CARTESIAN COORDINATES (ANGSTROEM)
1 C -1.47569 -1.13225 -1.30753  -0.086
2 C -1.41561 -1.65579 0.03099  -0.059
3 C -1.21884 0.15587 -1.54965  -0.034
4 C -1.01400 -0.79171 0.99241  -0.162
5 C -0.77219 1.08114 -0.51898  -0.403
6 C -0.83560 0.55245 0.87803  -0.595
7 C 2.76487 0.03039 0.82028  -0.977
8 N -0.61962 2.35185 -0.73577  0.155
9 F 3.98116 -0.24129 0.32680  0.078
10 F 2.32648 0.96228 -0.09850  0.012
11 F 1.89396 -1.00287 0.51073  0.021
12 S 2.73438 0.53186 2.55788  0.740
13 Cl 0.00640 1.47839 2.01005  0.757
14 H -1.86647 -1.92668 -1.98465  0.119
15 H -1.66629 -2.73229 0.14210  0.125
16 H -1.43876 0.84667 -2.44841  0.143
17 H -0.83785 -1.11230 2.06047  0.133
18 H -0.54632 2.60429 -1.68627  0.034

Atomic forces in eV per Å
-1.289 -2.708 0.403
0.005 -0.333 -2.171
0.141 3.170 -1.411
0.027 -0.747 4.707
-1.733 -0.201 1.158
1.620 0.824 -3.677
-1.287 0.371 -2.680
0.595 -0.263 1.963
0.047 -0.764 1.198
-0.049 0.503 1.287
1.242 0.166 1.064
0.144 -0.282 -0.941
-0.192 0.209 0.967
0.418 1.353 -0.204
0.413 1.055 0.417
0.392 -2.226 0.706
-0.351 -0.208 -1.258
-0.143 0.081 -1.527

Summary:
- highest occupied orbital energy (spin up / spin down) (eV) = -9.7 / -8.3
- frontier orbital gap (spin up / spin down) (eV) = 7.93 / 5.49
- max |F| (eV/A) = 4.8

2.
DFT (ωB97M-V with the def2-TZVPD basis set) results for a cluster of 2 separate species, C5H5NO4 in total.

Each line ends with the Löwdin charge.
CARTESIAN COORDINATES (ANGSTROEM)
1 O 0.06254 -2.85017 -0.40644  0.055
2 N 0.88029 -2.62567 -1.26600  -0.300
3 O 1.03433 -3.13078 -2.32757  0.095
4 H 1.35489 -1.78834 -1.00217  0.154
5 O 2.42395 1.46306 -1.41984  0.058
6 C 1.33875 1.81740 -1.02077  -0.231
7 C 0.69764 1.38119 0.15979  -0.274
8 C -0.58945 1.51727 0.64543  -0.008
9 C -0.68906 0.67508 1.73250  -0.044
10 C 0.56554 0.07170 1.91911  -0.025
11 O 1.38576 0.48186 0.90160  0.046
12 H 0.82225 2.51009 -1.71850  0.135
13 H -1.37282 2.23120 0.23498  0.151
14 H -1.52566 0.56076 2.29465  0.076
15 H 0.83352 -0.78231 2.46597  0.114

Atomic forces in eV per Å
-0.857 -1.259 0.468
-1.302 0.902 0.847
0.351 -0.883 -0.993
1.868 1.346 -0.292
0.522 -0.552 0.478
0.625 1.178 -2.387
-1.061 -0.553 1.049
-0.038 1.941 -1.871
3.307 -0.829 0.177
-2.148 1.599 -2.443
-0.420 -0.540 1.189
-0.626 0.014 0.706
1.215 -1.245 0.589
-2.118 -0.527 1.690
0.682 -0.594 0.791

Summary:
- highest occupied orbital energy (eV) = -9.5
- structure (SMILES) = O=[NH+][O-].O=Cc1ccco1
- frontier orbital gap (eV) = 9.27
- max |F| (eV/A) = 3.6

These records have relative energy (zero: lowest compared OMol25 entry of this formula, charge and spin) values of 31.80; 79.79 kcal/mol, in the order they appear.